one | An isolated ion of composition C3H7NO and charge +1. Source: OMol25; level of theory: wB97M-V/def2-TZVPD.

Results
- E_LUMO (alpha / beta) (eV) = -4.3 / -9.1
- Kohn-Sham gap (alpha / beta) (eV) = 13.07 / 7.56

```
! wB97M-V def2-TZVPD RIJCOSX def2/J DEFGRID3
* xyz 1 2
C -0.357 0.245 1.492
C 0.834 0.276 0.613
N 0.786 -0.209 -0.708
C -0.435 -0.503 -1.408
O 1.817 0.960 0.811
H -1.218 -0.334 1.174
H -0.117 0.042 2.532
H -0.755 1.270 1.502
H 1.617 0.091 -1.226
H -1.224 0.193 -1.131
H -0.717 -1.534 -1.175
H -0.231 -0.498 -2.476
*
```



two | An isolated ion of composition C3H7NO and charge +1. Source: OMol25; level of theory: wB97M-V/def2-TZVPD.

Results
- E_LUMO (alpha / beta) (eV) = -4.9 / -8.8
- Kohn-Sham gap (alpha / beta) (eV) = 11.01 / 7.02

```
! wB97M-V def2-TZVPD RIJCOSX def2/J DEFGRID3
* xyz 1 2
C 0.654 -1.061 1.022
N -0.586 -0.630 0.409
C -0.792 0.750 0.028
C -0.090 1.035 -1.419
O -0.745 1.568 -2.225
H 1.578 -0.891 0.423
H 0.707 -2.164 1.067
H 0.875 -0.708 2.029
H -0.539 -1.131 -0.486
H -1.842 0.980 -0.188
H -0.239 1.386 0.767
H 1.020 0.867 -1.425
*
```



Tell me which of them is the most stable. Sure, it is one.



one | A 2-piece molecular cluster, C3H7NO overall. Source: OMol25; level of theory: wB97M-V/def2-TZVPD.

Results
- E_LUMO (alpha / beta) (eV) = -4.3 / -8.0
- Kohn-Sham gap (alpha / beta) (eV) = 8.99 / 5.25

```
! wB97M-V def2-TZVPD RIJCOSX def2/J DEFGRID3
* xyz 1 2
O 2.812 1.959 -0.686
C 2.247 1.171 -1.373
H 2.470 0.938 -2.432
H 1.402 0.547 -0.978
C -1.185 0.422 1.385
C -1.294 -0.460 0.317
N -0.757 -1.658 0.202
H -0.624 0.293 2.303
H -1.774 1.326 1.310
H -1.981 -0.241 -0.495
H -0.183 -2.022 0.954
H -1.133 -2.273 -0.508
*
```



two | An isolated ion of composition C3H7NO and charge +1. Source: OMol25; level of theory: wB97M-V/def2-TZVPD.

Results
- E_LUMO (alpha / beta) (eV) = -4.8 / -8.4
- Kohn-Sham gap (alpha / beta) (eV) = 11.53 / 7.73

```
! wB97M-V def2-TZVPD RIJCOSX def2/J DEFGRID3
* xyz 1 2
C 0.870 -1.295 0.234
N 0.013 -0.249 -0.029
C 0.814 1.014 0.239
C -1.494 -0.011 -0.434
O 1.727 -1.693 -0.535
H 0.758 -1.960 1.116
H 0.829 1.389 1.244
H 1.829 0.890 -0.271
H 0.269 1.720 -0.302
H -1.982 0.661 0.358
H -1.649 0.476 -1.390
H -1.983 -0.941 -0.229
*
```



Tell me which of them is the most stable. Sure, it is one.



one | C11H16N2 in the gas phase. Source: OMol25; level of theory: wB97M-V/def2-TZVPD.

Results
- SMILES string = Cc1ccccc1N1CCNCC1
- E_LUMO (eV) = 0.9
- Kohn-Sham gap (eV) = 9.16

```
! wB97M-V def2-TZVPD RIJCOSX def2/J DEFGRID3
* xyz 0 1
C 2.403 -1.180 -0.487
C 2.012 0.110 0.250
C 2.981 0.971 0.762
C 2.575 2.020 1.636
C 1.254 2.218 1.861
C 0.314 1.334 1.390
C 0.636 0.280 0.501
N -0.342 -0.497 -0.167
C -0.742 0.167 -1.404
C -1.737 -0.783 -2.013
N -3.010 -0.763 -1.286
C -2.793 -0.566 0.147
C -1.478 -1.089 0.605
H 1.905 -1.112 -1.399
H 1.836 -1.968 -0.016
H 3.456 -1.371 -0.691
H 4.029 0.969 0.426
H 3.381 2.716 1.968
H 0.977 2.900 2.637
H -0.749 1.384 1.617
H 0.129 0.468 -2.011
H -1.297 1.110 -1.200
H -1.233 -1.730 -2.009
H -1.819 -0.407 -2.997
H -3.472 -1.680 -1.481
H -2.868 0.573 0.330
H -3.545 -0.994 0.859
H -1.398 -0.859 1.654
H -1.403 -2.221 0.521
*
```



two | C11H16N2 in the gas phase. Source: OMol25; level of theory: wB97M-V/def2-TZVPD.

Results
- E_LUMO (alpha / beta) (eV) = 0.2 / 0.6
- Kohn-Sham gap (alpha / beta) (eV) = 7.37 / 7.35

```
! wB97M-V def2-TZVPD RIJCOSX def2/J DEFGRID3
* xyz 0 1
C -3.431 0.172 -0.426
C -0.424 1.460 1.205
C 0.768 1.937 0.334
C -1.771 -0.711 1.157
C -0.191 -1.420 -0.928
C -0.307 -0.091 1.298
C -2.275 -0.487 -0.173
C 1.252 0.754 -0.405
C 0.673 -0.501 0.171
C 1.938 0.900 -1.758
C 1.801 -1.444 0.671
N -4.398 0.857 -0.534
N -1.469 -0.871 -1.196
H -0.320 1.807 2.198
H -1.298 1.642 0.686
H 0.574 2.803 -0.307
H 1.601 2.205 0.972
H -1.777 -1.737 1.441
H -2.412 -0.241 1.937
H 0.390 -1.637 -1.869
H -0.205 -2.206 -0.187
H 0.131 -0.313 2.225
H 1.779 0.189 -2.587
H 3.064 1.044 -1.805
H 1.757 1.908 -2.177
H 1.503 -2.548 0.759
H 2.310 -1.006 1.520
H 2.553 -1.489 -0.049
H -1.816 -0.975 -2.172
*
```



Tell me which of them is the most stable. Sure, it is one.



one | A 2-piece molecular cluster, C5H11N3O overall. Source: OMol25; level of theory: wB97M-V/def2-TZVPD.

Results
- SMILES string = [H]/N=C/C=C.CNC(N)=O
- E_LUMO (eV) = 0.8
- Kohn-Sham gap (eV) = 9.73

```
! wB97M-V def2-TZVPD RIJCOSX def2/J DEFGRID3
* xyz 0 1
H -0.623 2.245 -1.578
N -0.391 1.721 -0.738
C 0.648 0.992 -0.821
C 1.893 0.078 -0.302
C 2.526 0.447 0.808
H 1.225 1.386 -1.683
H 2.386 -0.492 -1.081
H 3.494 0.076 1.111
H 2.050 1.096 1.533
C -1.644 0.036 1.393
N -0.480 -0.558 0.750
C -0.530 -1.413 -0.392
N -1.579 -1.131 -1.238
O 0.122 -2.436 -0.464
H -1.972 0.904 0.817
H -1.366 0.369 2.390
H -2.489 -0.649 1.460
H 0.182 -0.941 1.413
H -1.975 -0.203 -1.219
H -1.476 -1.525 -2.160
*
```



two | A 2-piece molecular cluster, C5H11N3O overall. Source: OMol25; level of theory: wB97M-V/def2-TZVPD.

Results
- SMILES string = [H]/N=C(\C)ON.C=C=NC
- E_LUMO (eV) = 0.9
- Kohn-Sham gap (eV) = 9.56

```
! wB97M-V def2-TZVPD RIJCOSX def2/J DEFGRID3
* xyz 0 1
H 0.086 -1.927 -0.993
N -0.571 -1.337 -1.491
C -1.192 -0.510 -0.777
C -1.644 -0.639 0.649
O -1.605 0.635 -1.452
N -2.588 1.445 -0.808
H -2.712 -0.852 0.683
H -1.504 0.306 1.170
H -1.053 -1.405 1.143
H -3.509 1.147 -1.128
H -2.438 2.378 -1.188
C 1.561 0.531 2.379
C 1.721 0.166 1.141
N 1.892 -0.529 0.155
C 2.534 -0.215 -1.085
H 2.280 0.261 3.132
H 0.672 1.041 2.701
H 3.013 0.769 -1.087
H 3.289 -0.978 -1.284
H 1.768 -0.288 -1.861
*
```



Tell me which of them is the most stable. Sure, it is one.



one | A 2-piece molecular cluster, C5H11N3O overall. Source: OMol25; level of theory: wB97M-V/def2-TZVPD.

Results
- SMILES string = [H]/N=C(\C)C(C)=O.[H]/N=C/N
- E_LUMO (eV) = 0.1
- Kohn-Sham gap (eV) = 9.26

```
! wB97M-V def2-TZVPD RIJCOSX def2/J DEFGRID3
* xyz 0 1
H 1.858 2.239 0.463
N 1.673 1.280 0.751
C 1.319 0.502 -0.178
C 1.131 0.837 -1.623
C 1.027 -0.932 0.192
C 1.378 -1.325 1.595
O 0.571 -1.703 -0.625
H 1.734 0.168 -2.235
H 0.088 0.668 -1.893
H 1.400 1.870 -1.830
H 0.830 -2.217 1.887
H 1.195 -0.499 2.275
H 2.445 -1.545 1.624
H -1.358 -1.419 -1.188
N -2.152 -0.804 -1.032
C -2.051 -0.051 -0.028
N -2.992 0.885 0.256
H -1.194 -0.024 0.669
H -3.850 0.815 -0.269
H -3.052 1.255 1.187
*
```



two | C5H11N3O in the gas phase. Source: OMol25; level of theory: wB97M-V/def2-TZVPD.

Results
- E_LUMO (eV) = 0.5
- Kohn-Sham gap (eV) = 8.28

```
! wB97M-V def2-TZVPD RIJCOSX def2/J DEFGRID3
* xyz 0 1
C 2.519 -0.631 -0.870
C -1.378 -0.134 1.871
C -1.272 0.340 -1.894
N 1.159 -0.403 -0.446
N -0.814 0.375 0.603
C 0.898 0.305 0.593
C -1.194 -0.458 -0.623
N 1.563 0.876 1.520
O -1.637 -1.555 -0.449
H -1.094 1.346 0.470
H 1.019 1.239 2.293
H 2.971 0.286 -1.268
H 3.165 -0.980 -0.056
H 2.530 -1.398 -1.647
H -1.001 -1.143 2.008
H -1.048 0.519 2.677
H -2.466 -0.137 1.858
H -0.597 1.192 -1.893
H -1.019 -0.317 -2.723
H -2.305 0.678 -2.025
*
```



three | C5H11N3O as an isolated structure. Source: OMol25; level of theory: wB97M-V/def2-TZVPD.

Results
- E_LUMO (eV) = 0.5
- Kohn-Sham gap (eV) = 8.65

```
! wB97M-V def2-TZVPD RIJCOSX def2/J DEFGRID3
* xyz 0 1
C -0.144 -1.829 -0.380
C 0.473 1.703 -0.427
C -0.601 0.517 -2.384
C 0.659 -1.157 0.653
C 0.293 0.547 -1.185
N -0.627 0.365 2.767
O -0.862 0.243 1.366
N 0.680 -0.639 -0.682
N 1.439 -1.404 1.612
H -1.434 -0.079 3.206
H 0.161 -0.269 2.957
H 2.178 -0.711 1.719
H 0.219 -2.763 -0.793
H -1.219 -1.687 -0.367
H 1.393 1.777 0.143
H 0.225 2.648 -0.892
H -0.464 -0.396 -2.961
H -1.643 0.563 -2.057
H -0.415 1.380 -3.022
H -0.310 1.190 0.728
*
```



Tell me which of them is the most stable. Sure, it is one.